ORCA calculation (ωB97M-V/def2-TZVPD) on a cluster of 5 separate species, C19H52BFIN5O19P5 in total.

Each line ends with the Mulliken charge.
Geometry (Å):
C1 -5.460 -0.306 2.706  -0.46
O1 -5.862 1.061 2.603  -0.32
C2 -5.774 1.505 1.270  -0.72
N1 -4.387 1.768 0.859  0.05
C3 -3.630 2.596 1.570  -0.18
I1 -4.043 3.746 3.270  0.28
N2 -2.382 2.686 1.058  -0.32
C4 -2.454 1.863 -0.007  0.36
N3 -1.380 1.676 -0.757  0.32
F1 -0.294 2.409 -0.344  -0.10
B1 -1.122 0.806 -1.974  0.68
O2 -1.038 1.396 -3.223  -0.59
N4 -0.930 -0.613 -1.815  0.09
C5 0.394 -0.966 -2.425  -1.12
C6 -0.817 -0.988 -0.384  -0.84
N5 -3.647 1.283 -0.222  0.22
P1 -4.313 0.202 -1.436  0.14
C7 -4.792 -1.412 -0.646  -0.64
O3 -5.772 0.781 -1.966  -0.51
H1 -5.295 -0.544 3.765  0.31
H2 -4.507 -0.477 2.167  0.14
H3 -6.212 -1.005 2.293  0.27
H4 -6.305 0.769 0.648  0.42
H5 -6.302 2.473 1.263  0.39
H6 -0.173 1.835 -3.310  0.27
H7 0.430 -2.069 -2.479  0.40
H8 0.479 -0.589 -3.455  0.35
H9 1.245 -0.618 -1.808  0.33
H10 -1.798 -0.830 0.107  -0.04
H11 -0.579 -2.057 -0.256  0.47
H12 -0.083 -0.373 0.176  0.27
H13 -5.010 -2.069 -1.508  0.42
H14 -5.678 -1.341 -0.002  0.25
H15 -3.904 -1.840 -0.151  0.08
H16 -5.625 1.427 -2.676  0.36
C8 4.348 6.299 -3.950  -0.68
O4 3.069 6.804 -4.369  -0.34
P2 1.769 5.753 -4.130  1.08
O5 1.757 5.140 -5.496  -0.70
O6 0.700 6.964 -3.981  -0.31
C9 0.944 8.276 -4.479  -0.63
O7 0.646 4.713 -3.423  -0.37
C10 0.813 4.482 -2.011  -0.38
H17 5.101 7.051 -4.171  0.24
H18 4.347 6.106 -2.876  0.25
H19 4.591 5.383 -4.493  0.33
H20 1.262 8.251 -5.522  0.31
H21 1.685 8.781 -3.862  0.25
H22 0.009 8.832 -4.417  0.25
H23 0.739 5.420 -1.456  0.45
H24 1.781 4.014 -1.817  0.37
H25 0.024 3.814 -1.681  -0.12
C11 -1.860 -4.442 5.001  -0.77
O8 -2.758 -4.651 3.897  -0.30
P3 -2.027 -5.179 2.468  0.80
O9 -1.865 -3.834 1.825  -0.43
O10 -3.379 -5.941 1.979  -0.29
C12 -4.671 -5.635 2.488  -0.50
O11 -1.170 -6.062 1.330  -0.27
C13 -0.506 -7.247 1.822  -0.67
H26 -2.439 -4.089 5.851  0.24
H27 -1.369 -5.377 5.274  0.34
H28 -1.111 -3.690 4.744  0.31
H29 -4.872 -4.564 2.440  0.15
H30 -4.772 -6.000 3.508  0.26
H31 -5.402 -6.152 1.866  0.27
H32 -1.235 -7.941 2.249  0.32
H33 0.235 -6.975 2.575  0.35
H34 0.000 -7.733 0.991  0.18
C14 3.799 -9.330 -1.360  -0.78
O12 3.293 -7.985 -1.321  -0.28
P4 4.239 -6.886 -0.442  0.98
O13 3.450 -7.004 0.835  -0.61
O14 3.731 -5.624 -1.338  -0.29
C15 2.561 -5.667 -2.145  -0.45
O15 5.429 -5.880 0.203  -0.30
C16 6.731 -5.980 -0.404  -0.70
H35 3.104 -9.941 -1.931  0.24
H36 4.774 -9.356 -1.849  0.34
H37 3.880 -9.735 -0.349  0.33
H38 1.701 -6.023 -1.577  0.20
H39 2.730 -6.289 -3.022  0.26
H40 2.355 -4.650 -2.482  0.20
H41 6.679 -5.731 -1.467  0.31
H42 7.132 -6.988 -0.280  0.31
H43 7.395 -5.275 0.091  0.25
C17 0.481 4.110 2.106  -0.77
O16 1.875 4.328 1.843  -0.26
P5 2.316 5.941 1.588  0.77
O17 2.228 5.923 0.090  -0.46
O18 3.829 5.708 2.125  -0.29
C18 4.443 4.425 2.185  -0.56
O19 2.527 7.597 1.771  -0.31
C19 2.022 8.165 2.994  -0.73
H44 0.321 3.040 2.223  0.24
H45 0.178 4.614 3.026  0.43
H46 -0.123 4.469 1.270  0.32
H47 4.355 3.899 1.234  0.23
H48 4.010 3.837 2.992  0.25
H49 5.501 4.575 2.400  0.27
H50 2.512 7.709 3.858  0.33
H51 0.942 8.021 3.062  0.31
H52 2.236 9.231 2.990  0.25

Output
Total charge: +1
Energy (eV): -124826.53116
Highest occupied orbital energy (eV): -10.7
LUMO energy (eV): -3.3

ORCA calculation (ωB97M-V/def2-TZVPD) on a cluster of 6 separate species, C19H52Br2NO22P5 in total.

Each line ends with the Mulliken charge.
Geometry (Å):
C1 -5.488 3.262 -2.865  -0.94
C2 -4.271 4.144 -2.479  0.16
Br1 -3.469 4.758 -4.186  -0.11
C3 -3.143 3.403 -1.720  -0.96
Br2 -3.762 2.349 -0.187  -0.06
N1 -2.022 4.258 -1.321  0.11
C4 -2.392 5.357 -0.513  0.42
O1 -2.303 6.446 -0.947  -0.48
O2 -2.796 5.205 0.791  -0.46
H1 -5.403 2.869 -3.888  0.40
H2 -5.698 2.448 -2.159  0.08
H3 -6.373 3.921 -2.877  0.31
H4 -4.646 5.042 -1.970  0.44
H5 -2.714 2.681 -2.434  0.59
H6 -1.590 4.679 -2.141  0.22
H7 -3.765 5.189 0.761  0.35
C5 2.360 2.948 -2.229  -1.00
O3 1.226 2.722 -3.066  -0.21
P1 1.190 3.115 -4.706  1.03
O4 0.089 2.152 -5.040  -0.63
O5 2.665 2.499 -4.977  -0.39
C6 2.907 1.108 -4.795  -0.68
O6 1.242 3.857 -6.229  -0.28
C7 0.709 5.190 -6.281  -0.65
H8 2.020 3.382 -1.287  0.36
H9 2.816 1.984 -1.998  0.30
H10 3.097 3.604 -2.689  0.54
H11 2.029 0.575 -4.430  0.36
H12 3.723 0.986 -4.082  0.20
H13 3.226 0.679 -5.745  0.25
H14 1.296 5.860 -5.649  0.32
H15 -0.335 5.196 -5.954  0.25
H16 0.762 5.542 -7.308  0.24
C8 -2.858 -3.059 1.828  -0.66
O7 -2.262 -2.897 0.538  -0.40
P2 -0.968 -1.868 0.240  1.06
O8 -0.486 -2.538 -1.007  -0.68
O9 -0.158 -2.346 1.566  -0.20
C9 0.334 -3.677 1.660  -0.80
O10 0.005 -0.487 0.162  -0.37
C10 -0.699 0.719 -0.186  -0.85
H17 -3.943 -3.042 1.719  0.22
H18 -2.581 -4.041 2.214  0.23
H19 -2.549 -2.287 2.531  0.38
H20 0.064 -4.291 0.800  0.42
H21 -0.072 -4.135 2.563  0.30
H22 1.419 -3.653 1.761  0.22
H23 -1.438 0.953 0.578  0.38
H24 -1.193 0.602 -1.155  0.45
H25 0.015 1.538 -0.247  0.22
C11 -8.282 -3.923 -2.678  -0.67
O11 -7.572 -3.933 -1.440  -0.37
P3 -7.581 -2.645 -0.364  1.19
O12 -7.203 -3.426 0.854  -0.66
O13 -9.185 -2.421 -0.499  -0.35
C12 -10.085 -3.415 -0.028  -0.74
O14 -7.442 -1.095 0.296  -0.34
C13 -6.302 -0.343 -0.150  -0.63
H26 -7.630 -4.316 -3.459  0.28
H27 -9.134 -4.598 -2.592  0.23
H28 -8.625 -2.928 -2.956  0.34
H29 -9.570 -4.294 0.360  0.36
H30 -10.736 -3.717 -0.851  0.26
H31 -10.711 -2.985 0.753  0.26
H32 -6.366 -0.163 -1.226  0.32
H33 -5.377 -0.880 0.079  0.25
H34 -6.296 0.615 0.365  0.23
C14 8.045 -0.135 0.132  -0.68
O15 7.103 0.583 -0.663  -0.32
P4 6.643 2.177 -0.350  1.08
O16 6.204 2.410 -1.770  -0.62
O17 8.184 2.635 -0.095  -0.35
C15 9.145 2.517 -1.134  -0.74
O18 6.145 3.721 0.162  -0.25
C16 4.964 3.746 0.980  -0.62
H35 7.657 -1.137 0.319  0.27
H36 8.968 -0.243 -0.440  0.24
H37 8.255 0.358 1.080  0.34
H38 8.732 2.065 -2.037  0.37
H39 9.975 1.906 -0.777  0.27
H40 9.536 3.507 -1.368  0.26
H41 5.137 3.210 1.915  0.34
H42 4.121 3.295 0.447  0.20
H43 4.726 4.783 1.210  0.24
C17 4.432 -4.063 8.286  -0.65
O19 3.169 -4.355 7.690  -0.37
P5 2.895 -4.282 6.034  1.07
O20 1.704 -5.185 6.008  -0.65
O21 4.280 -5.053 5.676  -0.34
C18 4.454 -6.413 6.049  -0.75
O22 2.812 -3.732 4.439  -0.20
C19 2.376 -2.370 4.279  -0.72
H44 4.269 -3.430 9.159  0.27
H45 4.873 -4.998 8.636  0.23
H46 5.115 -3.567 7.599  0.33
H47 3.603 -6.806 6.606  0.37
H48 5.353 -6.495 6.664  0.25
H49 4.608 -7.009 5.151  0.27
H50 3.086 -1.687 4.751  0.37
H51 1.384 -2.237 4.719  0.37
H52 2.326 -2.145 3.216  0.16

Output
SMILES: C[C@H](Br)[C@H](Br)NC(=O)O.COP(=O)(OC)OC.COP(=O)(OC)OC.COP(=O)(OC)OC.COP(=O)(OC)OC.COP(=O)(OC)OC
Energy (eV): -253604.44894
Highest occupied orbital energy (eV): -9.5
LUMO energy (eV): -2.2

ORCA calculation (ωB97M-V/def2-TZVPD) on a cluster of 8 separate species, C19H52FN15O12S in total.

Each line ends with the Mulliken charge.
Geometry (Å):
C1 -0.759 4.239 2.299  -0.84
C2 -1.755 4.731 1.221  -0.38
C3 -2.457 3.578 0.416  -0.69
C4 -2.629 2.271 1.204  -0.72
O1 -1.431 1.431 1.125  0.10
N1 -1.651 0.366 1.976  -0.03
C5 -0.622 0.252 3.030  -0.88
C6 0.738 -0.331 2.581  -0.87
C7 1.610 0.696 1.762  0.49
C8 2.866 1.094 2.574  -0.73
C9 3.762 2.139 1.862  -0.76
C10 4.100 1.806 0.381  -0.38
O2 3.873 2.995 -0.425  -0.44
C11 3.062 2.741 -1.507  0.50
C12 3.747 2.815 -2.885  -0.97
O3 1.901 2.515 -1.393  -0.36
S1 -1.963 -1.057 1.151  1.05
O4 -1.686 -2.194 1.968  -0.59
O5 -3.308 -1.059 0.671  -0.66
F1 -0.929 -1.062 -0.091  -0.19
H1 -1.243 3.682 3.121  0.20
H2 0.083 3.658 1.883  -0.05
H3 -0.331 5.141 2.782  0.51
H4 -1.163 5.304 0.481  0.42
H5 -2.490 5.401 1.691  0.14
H6 -3.478 3.936 0.195  0.31
H7 -1.951 3.359 -0.539  0.49
H8 -2.782 2.467 2.275  0.41
H9 -3.533 1.714 0.891  0.44
H10 -0.425 1.291 3.358  0.29
H11 -1.016 -0.254 3.927  0.36
H12 0.680 -1.299 2.065  0.31
H13 1.312 -0.521 3.512  0.49
H14 1.936 0.131 0.867  0.12
H15 1.021 1.556 1.407  -0.09
H16 2.543 1.547 3.538  0.29
H17 3.393 0.164 2.849  0.30
H18 3.320 3.148 1.965  0.52
H19 4.715 2.192 2.424  0.26
H20 3.601 0.904 -0.001  0.44
H21 5.181 1.601 0.348  0.24
H22 2.940 3.014 -3.606  0.30
H23 4.492 3.627 -2.919  0.34
H24 4.227 1.841 -3.073  0.25
N2 7.687 -0.405 2.464  -0.34
C13 6.454 -0.921 2.196  0.58
N3 6.225 -2.147 2.739  -0.38
O6 5.623 -0.330 1.523  -0.57
H25 8.382 -0.879 3.013  0.19
H26 7.899 0.499 2.081  0.20
H27 5.329 -2.567 2.567  0.19
H28 6.900 -2.644 3.295  0.12
N4 -0.085 0.775 -3.903  -0.23
C14 -0.423 -0.534 -4.075  0.58
N5 -0.721 -1.216 -2.938  -0.12
O7 -0.464 -1.074 -5.171  -0.74
H29 -0.047 1.230 -3.009  0.13
H30 0.139 1.302 -4.728  0.19
H31 -0.975 -2.183 -3.043  0.14
H32 -0.706 -0.816 -2.021  0.14
N6 -2.072 -4.394 -1.040  -0.33
C15 -3.244 -4.438 -1.744  0.64
N7 -4.125 -3.445 -1.449  -0.27
O8 -3.477 -5.304 -2.574  -0.69
H33 -1.862 -3.691 -0.355  0.08
H34 -1.395 -5.110 -1.230  0.18
H35 -4.997 -3.444 -1.948  0.18
H36 -3.951 -2.724 -0.769  0.20
N8 8.029 -4.260 6.936  -0.40
C16 7.953 -3.324 5.951  0.66
N9 7.066 -2.316 6.176  -0.34
O9 8.633 -3.384 4.935  -0.64
H37 7.482 -4.230 7.776  0.16
H38 8.674 -5.017 6.800  0.23
H39 6.989 -1.608 5.466  0.17
H40 6.498 -2.243 6.999  0.17
N10 -3.068 0.131 -6.688  -0.29
C17 -4.311 -0.383 -6.901  0.51
N11 -4.516 -1.584 -6.290  -0.24
O10 -5.163 0.181 -7.570  -0.67
H41 -2.377 -0.349 -6.140  0.22
H42 -2.852 1.020 -7.099  0.17
H43 -5.415 -2.021 -6.401  0.15
H44 -3.817 -2.044 -5.736  0.15
N12 -4.442 -6.060 -5.207  -0.29
C18 -5.223 -5.517 -6.183  0.69
N13 -4.871 -5.851 -7.459  -0.39
O11 -6.167 -4.784 -5.936  -0.66
H45 -3.662 -6.662 -5.390  0.14
H46 -4.667 -5.833 -4.254  0.18
H47 -5.425 -5.466 -8.202  0.22
H48 -4.100 -6.450 -7.685  0.16
N14 -5.422 5.909 2.267  -0.35
C19 -5.240 4.767 2.989  0.58
N15 -6.087 4.611 4.044  -0.47
O12 -4.382 3.945 2.710  -0.52
H49 -6.121 6.597 2.479  0.18
H50 -4.816 6.057 1.480  0.21
H51 -5.981 3.780 4.598  0.21
H52 -6.798 5.273 4.291  0.15

Output
SMILES: CCCCON(CCCCCCOC(C)=O)S(=O)(=O)F.NC(N)=O.NC(N)=O.NC(N)=O.NC(N)=O.NC(N)=O.NC(N)=O.NC(N)=O
Energy (eV): -81026.02039
Highest occupied orbital energy (eV): -8.9
LUMO energy (eV): 0.2